A structure of composition C39H23IrN5O3PS2. Source: the OMol25 dataset; level of theory: wB97M-V/def2-TZVPD.

Results
LUMO energy, eV: -1.74
Energy above the lowest of the compared OMol25 structures with the same formula, charge and spin, eV: 0.518
Electronic energy, Eh: -3241.614674
Orbital gap, eV: 5.4280

Last column: Mulliken charge in e.
CARTESIAN COORDINATES (ANGSTROEM)
Ir 0.091 -0.919 -0.247  1.939
S 0.089 -0.508 2.198  -0.476
C 1.720 0.030 2.476  1.105
C 2.024 0.682 3.673  -1.102
C 3.306 1.125 3.951  0.468
C 3.574 1.820 5.179  -0.236
N 3.778 2.391 6.154  -0.563
C 4.327 0.907 3.012  0.475
C 4.026 0.272 1.818  -1.294
C 2.736 -0.168 1.532  0.800
S 2.474 -0.968 -0.004  -0.608
C 5.671 1.340 3.267  -0.117
N 6.750 1.680 3.470  -0.566
H 1.232 0.853 4.390  0.518
H 4.807 0.127 1.082  0.457
O 0.095 -2.034 -2.922  -0.745
C 0.143 -0.987 -2.300  -0.642
C 0.233 0.311 -3.067  0.486
C 0.285 0.323 -4.459  -0.616
C 0.380 1.529 -5.131  -0.576
C 0.425 2.729 -4.424  -0.765
C 0.370 2.722 -3.041  0.203
C 0.270 1.508 -2.366  -0.553
P 0.213 1.347 -0.557  1.628
C 1.675 2.309 -0.053  0.539
C 2.837 2.124 -0.807  -0.541
C 4.016 2.754 -0.444  -0.955
C 4.055 3.566 0.682  -0.485
C 2.904 3.764 1.427  -0.784
C 1.719 3.140 1.061  -0.329
C -1.268 2.283 -0.062  0.193
C -1.519 2.578 1.280  0.303
C -2.708 3.188 1.653  -1.245
C -3.674 3.482 0.700  -0.578
C -3.447 3.161 -0.631  -0.942
C -2.252 2.565 -1.011  -0.393
H 0.251 -0.620 -4.989  0.538
H 0.423 1.543 -6.213  0.408
H 0.507 3.668 -4.956  0.436
H 0.409 3.650 -2.482  0.531
H 2.821 1.483 -1.678  0.342
H 4.908 2.601 -1.037  0.429
H 4.982 4.040 0.979  0.445
H 2.924 4.399 2.304  0.481
H 0.833 3.322 1.652  0.212
H -0.815 2.277 2.044  0.157
H -2.882 3.424 2.695  0.441
H -4.606 3.945 0.997  0.399
H -4.200 3.373 -1.378  0.433
H -2.094 2.307 -2.049  0.384
O -4.612 -6.941 -0.535  -0.639
N -3.422 -6.736 -0.442  1.059
O -2.582 -7.612 -0.437  -0.627
C -2.979 -5.328 -0.317  -0.654
C -3.972 -4.424 -0.195  -0.409
C -3.695 -3.036 -0.035  1.199
C -4.699 -2.076 0.165  -0.964
C -4.339 -0.775 0.382  -1.057
C -2.983 -0.428 0.355  -0.120
N -2.028 -1.306 0.111  0.059
C -2.369 -2.607 -0.055  -0.789
C -1.314 -3.564 -0.212  0.323
N -0.067 -3.052 -0.234  0.274
C 0.961 -3.863 -0.367  0.083
C 0.794 -5.246 -0.449  -1.016
C -0.463 -5.789 -0.429  -0.530
C -1.583 -4.938 -0.319  0.600
H -4.995 -4.773 -0.204  0.587
H -5.738 -2.381 0.161  0.475
H -5.075 -0.007 0.571  0.528
H -2.668 0.583 0.549  0.564
H 1.939 -3.404 -0.407  0.356
H 1.665 -5.880 -0.531  0.454
H -0.597 -6.853 -0.497  0.604

---

A structure of composition C39H24Cl4MoO2P. Source: the OMol25 dataset; level of theory: wB97M-V/def2-TZVPD.

Results
Net charge: +1
LUMO energy, eV: -4.56
Energy above the lowest of the compared OMol25 structures with the same formula, charge and spin, eV: 0.000
Electronic energy, Eh: -3901.076690
Orbital gap, eV: 6.1139

Last column: Mulliken charge in e.
CARTESIAN COORDINATES (ANGSTROEM)
Mo -0.394 0.866 1.885  -0.307
C -2.296 -5.218 2.183  -0.549
C -1.602 -5.119 0.986  -0.701
C -1.262 -3.874 0.480  -0.404
C -1.618 -2.725 1.184  0.466
C -2.312 -2.825 2.390  -0.702
C -2.652 -4.073 2.883  -0.811
P -1.190 -1.092 0.565  1.694
C -0.670 -1.266 -1.154  0.523
C 0.676 -1.542 -1.392  -0.190
C 1.139 -1.698 -2.689  -0.829
C 0.260 -1.561 -3.755  -0.566
C -1.078 -1.272 -3.525  -0.800
C -1.546 -1.131 -2.227  -0.450
C -2.659 -0.020 0.666  0.210
C -3.960 -0.252 0.232  -0.220
C -4.910 0.738 0.426  -0.775
C -4.583 1.941 1.052  -0.556
C -3.301 2.169 1.521  -0.423
C -2.336 1.179 1.330  0.701
H -2.562 -6.192 2.573  0.406
H -1.329 -6.012 0.441  0.426
H -0.730 -3.800 -0.459  0.335
H -2.576 -1.934 2.944  0.582
H -3.192 -4.152 3.817  0.472
H 1.364 -1.633 -0.558  0.581
H 2.184 -1.921 -2.865  0.477
H 0.619 -1.677 -4.769  0.432
H -1.760 -1.160 -4.358  0.446
H -2.591 -0.905 -2.057  0.301
H -4.229 -1.194 -0.229  0.528
H -5.927 0.573 0.094  0.445
H -5.347 2.695 1.187  0.440
H -3.063 3.090 2.036  0.529
Cl 1.164 1.985 8.390  -0.168
C 0.623 1.254 6.935  0.261
C 0.065 -0.026 6.959  0.363
Cl -0.095 -0.869 8.445  -0.169
C -0.351 -0.641 5.774  -0.114
Cl -0.982 -2.237 5.742  -0.165
C -0.232 0.065 4.595  0.208
O -0.523 -0.401 3.356  -0.566
C 0.277 1.351 4.579  0.326
O 0.430 1.847 3.325  -0.934
C 0.759 1.947 5.728  0.043
Cl 1.471 3.502 5.637  -0.169
C 0.718 1.385 0.427  -0.230
C 1.334 1.530 -0.671  -0.590
C 1.984 1.667 -1.823  1.278
C 3.415 1.321 -1.885  0.392
C 4.271 2.003 -2.751  -0.248
C 5.622 1.697 -2.769  -0.815
C 6.125 0.708 -1.936  -0.458
C 5.279 0.028 -1.069  -0.913
C 3.932 0.338 -1.037  -0.229
C 1.231 2.114 -3.006  0.494
C 0.115 2.940 -2.853  -0.496
C -0.631 3.313 -3.956  -0.793
C -0.278 2.855 -5.220  -0.483
C 0.822 2.024 -5.378  -0.955
C 1.578 1.656 -4.278  -0.052
H 3.887 2.790 -3.384  0.559
H 6.285 2.238 -3.431  0.413
H 7.180 0.470 -1.959  0.408
H 5.672 -0.742 -0.418  0.416
H 3.267 -0.188 -0.364  0.278
H -0.150 3.304 -1.868  0.494
H -1.483 3.968 -3.834  0.442
H -0.861 3.150 -6.082  0.442
H 1.092 1.661 -6.360  0.443
H 2.421 0.989 -4.400  0.576

---

A structure of composition C39H24ClF11INO6PV. Source: the OMol25 dataset; level of theory: wB97M-V/def2-TZVPD.

Results
Net charge: +1
LUMO energy (spin up / spin down), eV: -4.26 / -3.68
Electronic energy, Eh: -5148.372268
2S+1: 2
Expectation value of S²: 0.77
Orbital gap (spin up / spin down), eV: 6.7369 / 7.3254

Last column: Mulliken charge in e.
CARTESIAN COORDINATES (ANGSTROEM)
V -1.172 0.382 -0.537  1.460
O 5.796 3.063 -0.961  -0.467
C 4.668 2.269 -0.710  -0.044
O 4.554 1.159 -1.108  -0.416
C 3.732 2.997 0.211  0.805
C 4.002 4.272 0.670  -0.642
C 3.178 4.829 1.624  -0.754
C 2.059 4.102 2.069  -0.699
C 1.869 2.866 1.480  -0.058
N 2.717 2.274 0.637  0.133
C 0.696 2.053 1.702  0.436
O 0.219 1.938 2.953  -0.264
O 0.114 1.511 0.765  -0.147
H 6.366 2.516 -1.455  0.354
H 4.942 4.803 0.407  0.472
H 3.341 5.782 2.109  0.482
H 1.272 4.532 2.731  0.433
H 0.842 2.457 3.517  0.485
I -2.774 -0.682 2.117  0.289
C -3.301 -2.479 1.230  0.834
C -4.661 -2.741 1.215  -0.648
C -5.117 -4.014 0.839  -0.993
C -4.214 -5.016 0.581  -1.119
C -2.837 -4.786 0.654  0.465
C -1.919 -5.875 0.662  -0.641
C -0.597 -5.702 0.742  -1.044
C -0.103 -4.394 0.914  -0.162
C -0.928 -3.296 0.802  0.908
P 0.001 -1.727 0.420  0.963
C 0.836 -2.257 -1.135  0.790
C 0.381 -3.347 -1.910  -0.276
C 1.052 -3.765 -3.087  -0.812
C 2.135 -2.987 -3.519  -0.768
C 2.605 -1.913 -2.768  -1.002
C 1.982 -1.570 -1.579  -0.548
C 1.411 -1.419 1.598  0.757
C 1.121 -0.876 2.798  -0.504
C 2.135 -0.666 3.743  -0.626
C 3.451 -0.929 3.409  -0.749
C 3.737 -1.451 2.153  -1.141
C 2.670 -1.786 1.311  -0.098
C -2.352 -3.431 0.835  0.193
H -5.360 -1.937 1.450  0.448
H -6.177 -4.192 0.760  0.416
H -4.575 -5.995 0.467  0.444
H -2.479 -6.838 0.427  0.274
H 0.120 -6.461 0.773  0.542
H 0.967 -4.255 0.996  0.363
H -0.632 -3.835 -1.729  0.187
H 0.659 -4.629 -3.619  0.478
H 2.784 -3.332 -4.308  0.416
H 3.408 -1.262 -3.181  0.402
H 2.400 -0.716 -0.992  0.480
H 0.149 -0.653 3.196  0.196
H 1.889 -0.167 4.695  0.469
H 4.253 -0.785 4.091  0.478
H 4.723 -1.647 1.921  0.628
H 2.930 -2.390 0.450  0.527
F -5.075 5.131 3.204  -0.294
C -4.348 4.366 2.337  0.426
C -2.989 4.483 2.135  -0.007
F -2.302 5.411 2.830  -0.311
C -2.326 3.510 1.429  0.577
F -1.064 3.710 1.128  -0.246
C -2.957 2.495 0.734  -0.277
O -2.248 1.667 -0.038  -0.256
C -4.342 2.609 0.750  -0.098
F -5.004 1.635 0.104  -0.305
C -5.074 3.483 1.544  0.209
F -6.320 3.525 1.695  -0.263
C -0.393 0.217 -4.112  -1.156
C -0.159 1.372 -3.154  1.095
O -0.159 1.017 -1.871  0.325
C -1.331 2.374 -3.376  0.124
F -1.320 3.222 -2.278  -0.263
F -1.269 3.178 -4.412  -0.261
F -2.529 1.782 -3.308  -0.268
C 1.184 1.995 -3.546  0.165
F 2.172 1.123 -3.253  -0.167
F 1.236 2.151 -4.821  -0.274
F 1.491 3.100 -2.875  -0.238
H -1.115 -0.445 -3.616  0.171
H 0.548 -0.363 -4.248  0.231
H -0.865 0.681 -4.975  0.483
Cl -2.410 -1.036 -1.535  -0.506

---

Which strongest force on any atom belongs to each record? In order, 1.68; 0.82; 4.31 eV/A.